# 1
C28H75NO14Ti as an isolated structure in a non-equilibrium geometry. Source: OMol25; level of theory: the ωB97M-V functional and the def2-TZVPD basis.

```
119
Properties=species:S:1:pos:R:3:forces:R:3
Ti -1.05543 -2.63673 -0.70685 -0.172 0.040 0.097
N -2.37413 -2.58186 3.39549 1.079 -0.074 -1.001
H -2.87503 -3.29970 2.92701 -0.504 -0.764 -0.915
H -3.08742 -2.04612 3.82038 -0.458 0.810 0.892
H -1.21324 -1.96309 1.97910 0.061 0.656 -0.429
H -1.79444 -3.06717 4.05057 0.140 0.068 0.794
C 1.22550 -0.24060 1.28991 -0.725 -0.251 0.718
C -0.28377 -0.21144 1.29453 -0.866 -1.569 1.693
C -0.75308 0.57746 0.11693 0.090 -0.089 -0.114
O -0.82184 -1.56319 1.14377 0.090 -0.984 -0.060
H 1.51537 -0.36722 0.24866 0.780 -0.156 0.339
H 1.56568 -0.97485 2.01741 0.276 -0.469 -0.434
H 1.56754 0.68375 1.71700 0.412 0.746 -0.313
H -0.62651 0.01172 2.33772 -0.009 0.811 -1.029
H -0.03264 0.28343 -0.66678 -0.533 0.453 -0.225
H -0.58197 1.60860 0.38344 -0.173 0.650 -0.435
H -1.77218 0.38093 -0.24654 0.289 0.246 0.448
C 0.42077 -4.70223 1.31427 1.001 -0.588 -0.393
O -0.95214 -4.42270 1.11212 -0.221 0.787 0.397
H 0.62035 -5.76806 1.51330 -0.180 0.292 -0.445
H 0.94003 -4.32390 0.43642 0.422 -0.473 -0.234
H 0.90134 -4.19244 2.13730 -0.677 0.530 0.549
H -1.38843 -5.21136 0.80205 -0.222 -0.312 -0.122
C -0.83957 -0.54766 -3.78034 0.599 0.165 0.181
O -1.83976 -0.08282 -2.89774 0.892 -0.773 -0.203
C -2.83292 0.64252 -3.54192 -1.209 0.279 -1.573
C -2.49862 2.15738 -3.55168 -0.140 -0.359 0.700
O -2.41192 2.55617 -2.19156 -0.248 -0.050 -0.403
C -1.92284 3.86206 -1.96286 -0.733 -0.002 2.144
H -1.11012 -1.45703 -4.27702 -0.594 -0.532 -0.424
H 0.05159 -0.80672 -3.21161 0.099 0.200 0.320
H -0.54404 0.15711 -4.55386 -0.100 0.466 0.054
H -3.79802 0.32094 -3.11505 0.275 1.006 0.684
H -3.06523 0.28438 -4.59115 0.983 0.386 0.528
H -3.30884 2.70983 -4.07671 0.571 -0.144 0.077
H -1.48639 2.36602 -3.97836 -0.786 -0.353 -0.371
H -2.05580 3.94284 -0.82397 0.330 0.392 -1.654
H -2.50515 4.65984 -2.45619 0.071 -0.368 0.082
H -0.86475 3.99170 -2.19527 0.125 -0.183 -0.233
C -2.11021 6.11621 3.55378 -0.506 -1.010 0.039
O -1.92899 5.49028 2.30473 1.246 -0.312 0.368
C -0.53227 5.32378 2.08267 -0.121 0.973 -1.714
C 0.19333 4.18982 2.72950 0.496 0.145 0.385
O 0.35762 4.52551 4.08918 1.571 -0.374 0.683
C 1.16864 3.56741 4.81631 -1.227 0.383 -0.821
H -1.56507 5.59086 4.31617 0.246 -0.089 0.458
H -3.14966 6.01749 3.76730 -0.860 0.352 0.279
H -1.78834 7.12648 3.51009 0.189 1.164 0.044
H 0.07355 6.25011 2.32479 -0.836 -0.664 -0.212
H -0.52470 5.19209 0.99561 0.568 -0.057 0.008
H 1.15603 4.05135 2.17298 -0.369 0.244 0.548
H -0.32596 3.25222 2.71183 -0.669 -0.774 -0.446
H 2.16344 3.42194 4.36185 -0.265 0.240 0.160
H 0.60752 2.61750 4.76378 0.427 0.022 0.375
H 1.22610 3.95119 5.83823 0.140 -0.277 -0.212
C -5.37116 -5.39187 1.78750 -0.769 1.864 0.563
O -4.82042 -4.08209 1.62140 0.096 0.034 -0.120
C -5.76789 -3.12896 1.21845 -0.315 0.655 -1.546
C -5.10511 -1.96937 0.39454 -1.436 -1.063 -0.057
O -4.32054 -1.05944 1.07629 0.603 -0.473 -0.305
C -4.99547 -0.07711 1.76022 -1.045 1.242 0.915
H -6.06718 -5.32629 2.64430 0.259 -0.662 -0.312
H -4.53270 -6.00142 1.94016 0.954 -1.103 0.667
H -5.87411 -5.74471 0.89945 -0.388 0.072 -0.398
H -6.40250 -2.70397 2.02288 0.465 -0.356 0.041
H -6.47805 -3.61014 0.49060 0.414 0.348 0.516
H -5.96646 -1.50594 -0.13790 0.424 0.234 0.271
H -4.45608 -2.37891 -0.36807 0.142 -0.480 -0.160
H -4.20771 0.54810 2.18986 -0.379 0.077 0.171
H -5.66483 -0.47176 2.55799 0.506 0.095 -0.196
H -5.66256 0.57023 1.13550 0.591 -0.488 0.013
C 4.14903 4.45324 1.92271 -2.097 0.371 0.306
O 3.32769 4.71091 0.72901 0.145 -1.521 0.738
C 3.07781 3.40048 0.16883 -0.097 -0.724 -0.897
C 2.32436 3.38391 -1.18515 1.323 1.994 -0.064
O 2.51504 2.16147 -1.88254 0.074 0.465 0.464
C 1.61820 2.06125 -2.97789 0.951 -0.883 -0.405
H 3.78988 3.51278 2.39906 0.122 0.674 -0.051
H 4.03915 5.30488 2.62545 -0.084 -0.489 -0.549
H 5.17973 4.31005 1.72064 1.050 -0.034 -0.701
H 2.43642 2.75352 0.80876 0.998 0.304 0.391
H 4.09168 2.98899 -0.06893 -0.938 -0.404 0.435
H 2.82110 4.27079 -1.66521 -0.537 -0.751 -0.576
H 1.25966 3.60391 -1.15943 -0.232 0.050 0.562
H 0.64097 1.69711 -2.65033 -0.238 0.309 0.072
H 2.05373 1.25290 -3.63011 -0.439 0.974 0.328
H 1.54945 3.02852 -3.50765 -0.076 -0.498 -0.011
C -3.17448 -3.18144 -3.14700 -1.377 -0.099 -1.297
O -1.84167 -3.10306 -2.82406 2.273 -0.478 1.100
C -1.09582 -4.17975 -3.41755 -0.030 0.988 -1.218
C 0.42726 -3.86282 -3.34895 0.236 0.553 -0.514
O 0.75831 -3.33316 -2.04798 -1.371 -0.185 -0.092
C 2.00946 -2.68920 -1.89049 0.649 -0.276 0.390
H -3.57157 -4.19997 -3.01242 0.103 0.146 -0.153
H -3.24822 -2.86827 -4.22268 -0.529 -0.255 0.781
H -3.73389 -2.53665 -2.48438 -0.074 0.369 -0.085
H -1.52253 -4.30739 -4.47758 1.190 0.136 1.173
H -1.34467 -5.07360 -2.87931 0.053 -0.662 0.390
H 0.76479 -3.10521 -4.11963 -0.576 -0.817 0.660
H 0.99688 -4.79188 -3.49798 -0.189 0.182 -0.148
H 1.92326 -1.90082 -1.12716 -0.178 -0.350 -0.332
H 2.35833 -2.25121 -2.81779 -0.032 0.194 -0.316
H 2.77283 -3.41066 -1.54966 -0.265 0.166 -0.136
C 5.09354 -0.67012 2.06316 -1.617 1.357 0.702
O 4.58171 -0.04837 0.88492 0.827 0.481 -0.075
C 4.54040 -0.88573 -0.22889 0.211 -1.500 -0.302
C 5.89274 -1.34663 -0.80695 0.676 0.902 1.179
O 6.56840 -0.18040 -1.24009 -0.766 0.484 -0.883
C 7.90828 -0.36917 -1.62358 -0.168 -1.565 0.794
H 5.16443 0.14157 2.83831 0.230 -0.676 -0.849
H 6.05804 -1.15105 1.93834 -0.067 -0.235 0.003
H 4.25900 -1.30076 2.42620 0.803 -0.512 0.036
H 4.09337 -0.38977 -1.06818 -0.630 0.842 -0.110
H 3.89443 -1.76442 0.01494 0.493 0.138 -0.176
H 5.79055 -2.04654 -1.62974 -0.333 -0.300 -0.201
H 6.50804 -1.81225 -0.02579 -0.052 -0.296 -0.059
H 8.31535 0.38967 -2.24423 -0.190 1.117 -0.326
H 8.08776 -1.30380 -2.16530 -0.318 -0.173 -0.060
H 8.45160 -0.44226 -0.69957 0.903 0.038 0.388
```
Forces are in eV/Å.

ΔE to the lowest compared entry with this formula, charge and spin ... 0.0 kcal/mol
<S²> ... 3.752
Spin multiplicity ... 4
Total charge ... +1
HOMO (alpha / beta) ... -0.2805 / -0.4052 Ha

---

# 2
C28H76AgN5O10 as an isolated structure in a non-equilibrium geometry. Source: OMol25; level of theory: the ωB97M-V functional and the def2-TZVPD basis.

```
120
Properties=species:S:1:pos:R:3:forces:R:3
Ag -4.22197 -1.12912 -0.29489 0.346 0.041 -0.096
C -0.00575 -0.55589 0.04973 0.206 0.521 0.062
C -1.50286 -0.60898 -0.05779 1.577 -0.236 -0.173
O -2.24781 -0.52691 0.91401 -1.361 1.117 4.672
O -2.03891 -0.78023 -1.12229 -0.651 -0.482 -4.799
H 0.39003 -0.00688 -0.80469 0.010 -0.114 -0.088
H 0.39381 -1.56925 0.01027 0.009 0.012 0.119
H 0.32999 -0.04724 0.95342 -0.013 -0.239 0.150
C 0.71054 0.12712 -6.23662 -0.295 -0.131 -0.275
C 1.47230 -1.20930 -6.25285 0.428 0.855 0.456
C 1.46439 -1.86427 -4.87328 -0.474 -0.456 0.053
O 2.23402 -1.17897 -3.92743 -0.043 0.075 2.156
C 2.14090 -1.81898 -2.60047 0.803 0.480 -1.216
N 0.85137 -2.02271 -7.27169 -0.520 -0.163 -0.005
H 1.03097 0.79145 -5.43406 0.176 0.059 -0.198
H -0.36979 0.00961 -6.15193 -0.166 -0.528 0.526
H 0.75824 0.58685 -7.22377 0.634 0.264 0.087
H 2.49435 -0.94693 -6.52613 0.217 -0.314 -0.090
H 1.80038 -2.90019 -4.82757 0.195 -0.373 -0.775
H 0.41156 -1.91697 -4.59601 -0.436 0.145 0.417
H 2.45175 -2.86241 -2.65265 -0.316 -0.263 -0.277
H 1.16149 -1.72753 -2.13091 -0.173 0.007 -0.392
H 2.89068 -1.38969 -1.93590 -0.053 0.504 -0.212
H -0.12541 -2.02810 -7.01487 -0.470 -0.085 -0.352
H 1.11050 -2.99886 -7.26193 0.500 -0.088 0.088
C -4.03267 1.68101 -4.95265 0.537 2.132 0.453
C -2.58794 1.34625 -4.54993 -1.218 -0.373 -0.638
C -1.96592 2.26403 -3.46557 -0.355 0.826 -1.085
O -1.69773 3.64187 -3.96078 -0.032 -2.518 0.627
C -1.75604 4.68701 -3.01694 -1.173 -0.006 -0.839
N -2.66522 -0.05957 -4.12478 0.258 0.122 0.891
H -4.01259 2.75495 -5.13800 -0.199 0.168 -0.706
H -4.72964 1.66433 -4.11476 -0.082 -0.700 0.233
H -4.41785 1.15299 -5.82496 0.206 -0.092 0.218
H -2.05883 1.38875 -5.50195 0.641 0.211 0.265
H -1.06915 1.76014 -3.10503 0.321 0.288 -0.040
H -2.67786 2.28094 -2.64037 -0.208 0.314 0.286
H -1.81170 5.55265 -3.67699 0.665 0.396 0.480
H -0.99128 4.72045 -2.24097 0.441 -0.039 -0.293
H -2.72867 4.70645 -2.52532 -0.304 -0.260 0.369
H -3.59979 -0.16828 -3.75755 -0.499 -0.295 -0.331
H -2.17385 -0.19354 -3.25259 0.971 -0.247 0.076
C -1.26339 3.04052 0.37452 0.425 -1.254 -0.597
C -1.80079 3.00725 1.79866 0.404 0.311 2.008
C -2.16229 4.41425 2.12043 -0.578 1.139 0.362
O -2.78443 4.62499 3.34741 -0.617 -1.262 -0.422
C -3.03498 5.97337 3.59973 1.204 0.837 1.004
N -2.91175 2.08184 1.84061 0.973 1.494 -2.487
H -0.31068 3.56264 0.28604 -0.093 0.454 0.443
H -1.99722 3.47466 -0.30452 0.104 -0.207 -0.144
H -0.97109 2.02249 0.11710 -0.341 -0.059 -0.538
H -1.06600 2.62922 2.50949 0.157 -0.069 -0.127
H -2.85368 4.79833 1.37040 0.091 0.128 -0.638
H -1.23908 4.99349 2.10364 0.213 0.174 -0.342
H -2.07660 6.49168 3.56833 0.490 0.125 0.748
H -3.45619 5.94983 4.60478 -0.087 0.653 -0.211
H -3.55148 6.63889 2.90805 -1.119 -0.946 -0.492
H -2.66068 1.22644 1.36589 0.445 -2.412 0.945
H -3.63713 2.43497 1.23297 -1.469 0.563 0.709
C -0.47511 -1.77701 4.97254 0.825 -0.028 0.829
C -1.46902 -0.66872 4.93548 0.044 2.114 -0.859
C -0.82383 0.74137 4.72734 -1.063 -0.629 0.000
O -1.91975 1.70517 4.66467 0.955 0.085 0.560
C -1.76038 2.78799 5.61274 0.157 -0.177 -0.631
N -2.46353 -0.86710 3.86617 -0.181 -0.119 1.195
H -0.92445 -2.71348 5.30303 -0.082 -0.109 -0.339
H 0.26717 -1.53896 5.73441 0.236 -0.113 0.079
H 0.05486 -1.87878 4.02551 -0.135 -0.189 -0.102
H -1.97678 -0.55363 5.89311 -0.306 -0.340 -0.001
H -0.21267 0.73398 3.82483 -0.297 0.187 -0.713
H -0.06299 0.95455 5.47818 -0.437 0.222 0.590
H -0.80224 3.25321 5.38114 0.225 0.117 0.599
H -1.87194 2.45538 6.64474 0.450 -0.261 0.029
H -2.50285 3.57587 5.48588 -0.224 -0.474 -0.498
H -2.83502 -1.76864 4.12947 -0.616 -0.242 -0.558
H -2.04004 -0.94350 2.95243 0.235 -0.046 -0.222
C 5.81382 -1.06396 1.88699 -1.644 -0.077 0.459
C 4.68460 -2.00510 2.43284 0.921 -0.302 -0.974
C 3.22145 -1.48010 2.24306 1.305 -0.337 0.845
O 2.90527 -0.29632 2.96789 -0.023 0.969 -0.902
C 2.78678 -0.39472 4.36876 0.016 -1.550 -0.164
N 4.82282 -3.33179 1.77227 -0.018 0.141 0.344
H 5.70697 -0.08820 2.36090 0.316 0.142 -0.063
H 5.67852 -0.95732 0.81069 0.163 0.081 -0.086
H 6.78400 -1.50847 2.10892 -0.025 0.135 -0.019
H 4.96726 -2.20213 3.46695 -0.575 0.151 0.295
H 2.50124 -2.25767 2.49755 0.021 -0.326 0.155
H 3.13723 -1.30472 1.17056 -0.291 0.518 -0.015
H 2.30077 0.45955 4.84007 0.342 0.366 -0.538
H 3.75073 -0.61978 4.82509 0.085 0.296 0.211
H 2.13565 -1.24208 4.58352 -0.010 -0.244 0.241
H 5.81391 -3.49495 1.66639 0.419 -0.282 0.639
H 4.59396 -3.36466 0.78908 -0.901 0.452 -0.225
C -1.75224 -4.22773 1.36252 0.422 0.378 0.081
C -3.19803 -3.84771 1.38310 -0.193 -0.335 1.716
O -3.62475 -3.31980 0.16024 -0.373 -0.011 -0.906
H -1.54235 -5.02250 0.64671 0.096 -0.109 0.207
H -1.41313 -4.45284 2.37367 -0.026 -0.508 -0.063
H -1.17250 -3.34580 1.09012 0.046 0.045 -0.259
H -3.35347 -3.12828 2.18707 -0.124 0.339 -0.259
H -3.87320 -4.67254 1.61092 0.207 -0.318 0.250
H -3.74528 -4.11220 -0.36813 -0.189 0.288 -0.710
C 1.60866 2.48969 -2.58260 0.848 -0.237 -0.770
C 2.71565 2.53624 -1.52617 -1.091 -1.118 -1.385
O 2.52539 3.63064 -0.69692 0.200 0.727 0.899
H 1.92623 3.10966 -3.42098 -0.446 0.488 -0.002
H 0.62909 2.79272 -2.21285 0.132 -0.052 0.051
H 1.58509 1.50303 -3.04526 -0.312 -0.292 0.167
H 3.65805 2.58621 -2.07159 0.298 -0.181 0.299
H 2.64781 1.59340 -0.98344 0.360 0.268 0.577
H 2.78443 4.38802 -1.22691 -0.041 0.340 0.215
C 1.78148 -4.67964 0.54647 1.266 -0.222 0.259
C 2.82790 -5.40381 -0.33916 -0.996 0.644 -0.741
O 3.87274 -4.46915 -0.71626 -0.696 -0.215 0.487
H 2.15311 -4.56696 1.56495 0.019 0.225 -0.005
H 0.82036 -5.19038 0.60543 0.189 -0.212 -0.274
H 1.63667 -3.69990 0.09123 -0.112 0.103 0.107
H 2.22586 -5.64021 -1.21652 0.347 -0.274 -0.480
H 3.21779 -6.34739 0.04259 0.129 0.242 0.376
H 4.44145 -4.81914 -1.40595 -0.149 -0.338 -0.028
```
Forces are in eV/Å.

ΔE to the lowest compared entry with this formula, charge and spin ... 50.9 kcal/mol
<S²> ... 0.754
Spin multiplicity ... 2
Total charge ... +1
HOMO (alpha / beta) ... -0.3929 / -0.3929 Ha